Arrangement P

Here is an isolated molecule of C22H26N2O5 from the OMol25 dataset. Energies are from wB97M-V/def2-TZVPD.

Output
M: 398.46 u
SMILES: CC(C)[C@@H](NC(=O)[C@@H](Cc1ccccc1)NC(=O)OCc1ccccc1)C(=O)O
LUMO level: 0.5 eV

Geometry as ORCA input:
```
! wB97M-V def2-TZVPD RIJCOSX def2/J DEFGRID3
* xyz 0 1
C -3.317 -3.522 -0.028
C -4.390 -2.512 -0.419
C -4.408 -2.300 -1.932
C -4.150 -1.177 0.326
N -2.927 -0.527 -0.077
C -1.883 -0.372 0.764
O -1.814 -0.898 1.855
C -0.791 0.551 0.231
C -1.198 2.014 0.550
C -0.103 2.941 0.108
C -0.061 3.413 -1.196
C 0.993 4.197 -1.626
C 2.023 4.513 -0.757
C 1.987 4.051 0.547
C 0.930 3.270 0.977
N 0.455 0.213 0.863
C 1.642 0.352 0.237
O 1.778 0.616 -0.933
O 2.654 0.149 1.109
C 3.978 0.239 0.574
C 4.477 -1.111 0.129
C 4.120 -1.606 -1.120
C 4.546 -2.859 -1.521
C 5.332 -3.629 -0.680
C 5.688 -3.142 0.566
C 5.259 -1.890 0.970
C -5.307 -0.223 0.092
O -5.216 0.818 -0.503
O -6.449 -0.672 0.609
H -3.323 -3.695 1.045
H -3.492 -4.469 -0.533
H -2.332 -3.158 -0.308
H -5.367 -2.882 -0.096
H -3.425 -1.999 -2.286
H -4.679 -3.226 -2.432
H -5.129 -1.536 -2.213
H -4.072 -1.385 1.400
H -2.988 0.041 -0.909
H -0.651 0.438 -0.849
H -2.134 2.243 0.036
H -1.360 2.099 1.627
H -0.858 3.160 -1.881
H 1.017 4.555 -2.645
H 2.852 5.117 -1.096
H 2.789 4.293 1.230
H 0.908 2.909 1.995
H 0.424 -0.041 1.839
H 4.591 0.634 1.388
H 3.966 0.941 -0.267
H 3.502 -1.003 -1.769
H 4.265 -3.236 -2.494
H 5.667 -4.606 -0.995
H 6.300 -3.741 1.226
H 5.534 -1.513 1.945
H -7.173 -0.047 0.441
*
```

For each atom in turn, the Löwdin charge in e is:
1 C -0.06
2 C -0.36
3 C -0.05
4 C -0.20
5 N 0.13
6 C -0.44
7 O 0.09
8 C -0.21
9 C -0.07
10 C -0.24
11 C -0.04
12 C -0.08
13 C -0.09
14 C -0.08
15 C -0.05
16 N 0.14
17 C -0.57
18 O 0.10
19 O 0.02
20 C -0.12
21 C -0.19
22 C -0.03
23 C -0.08
24 C -0.09
25 C -0.09
26 C -0.04
27 C -0.49
28 O 0.12
29 O 0.13
30 H 0.08
31 H 0.08
32 H 0.08
33 H 0.14
34 H 0.08
35 H 0.08
36 H 0.08
37 H 0.16
38 H 0.15
39 H 0.16
40 H 0.12
41 H 0.13
42 H 0.11
43 H 0.10
44 H 0.10
45 H 0.10
46 H 0.12
47 H 0.16
48 H 0.13
49 H 0.13
50 H 0.11
51 H 0.10
52 H 0.10
53 H 0.10
54 H 0.11
55 H 0.14

=====

Arrangement Q

Here is an isolated molecule of C22H26N2O5 from the OMol25 dataset. Energies are from wB97M-V/def2-TZVPD.

Output
M: 398.46 u
SMILES: CCOC(=O)c1ccc(CNC(=O)[C@H]2CCC(=O)N(CCc3ccccc3)C2)o1
LUMO level: 0.5 eV

Geometry as ORCA input:
```
! wB97M-V def2-TZVPD RIJCOSX def2/J DEFGRID3
* xyz 0 1
C 3.252 2.809 1.501
C 2.721 1.530 2.134
O 2.901 0.407 1.270
C 4.082 -0.223 1.349
O 4.978 0.095 2.093
C 4.158 -1.359 0.432
C 5.179 -2.259 0.238
C 4.734 -3.146 -0.761
C 3.475 -2.732 -1.106
C 2.481 -3.262 -2.093
N 1.498 -2.256 -2.421
C 0.258 -2.285 -1.868
O -0.176 -3.253 -1.287
C -0.523 -0.990 -2.034
C -2.014 -1.240 -2.225
C -2.708 0.099 -2.418
C -2.290 1.192 -1.451
O -2.930 2.225 -1.381
N -1.157 1.006 -0.730
C -0.823 1.984 0.283
C -1.283 1.548 1.686
C -2.763 1.287 1.675
C -3.660 2.343 1.770
C -5.021 2.121 1.679
C -5.505 0.838 1.487
C -4.620 -0.222 1.398
C -3.258 0.003 1.492
C -0.353 -0.195 -0.738
O 3.124 -1.653 -0.390
H 3.043 3.651 2.154
H 4.327 2.733 1.357
H 2.778 2.983 0.537
H 1.645 1.591 2.307
H 3.241 1.335 3.078
H 6.117 -2.265 0.753
H 5.267 -3.979 -1.170
H 1.924 -4.101 -1.657
H 2.996 -3.610 -2.993
H 1.850 -1.384 -2.784
H -0.133 -0.414 -2.880
H -2.187 -1.883 -3.090
H -2.402 -1.755 -1.346
H -3.791 -0.002 -2.329
H -2.508 0.486 -3.422
H -1.335 2.908 0.008
H 0.259 2.148 0.273
H -1.045 2.349 2.388
H -0.743 0.648 1.989
H -3.287 3.347 1.908
H -5.707 2.952 1.749
H -6.568 0.664 1.407
H -4.989 -1.227 1.249
H -2.575 -0.833 1.427
H 0.696 0.095 -0.597
H -0.628 -0.850 0.099
*
```

For each atom in turn, the Löwdin charge in e is:
1 C -0.05
2 C -0.21
3 O 0.00
4 C -0.44
5 O 0.12
6 C -0.16
7 C 0.03
8 C 0.00
9 C -0.23
10 C -0.08
11 N 0.08
12 C -0.47
13 O 0.09
14 C -0.21
15 C -0.14
16 C -0.08
17 C -0.45
18 O 0.06
19 N -0.04
20 C -0.13
21 C -0.12
22 C -0.24
23 C -0.04
24 C -0.08
25 C -0.09
26 C -0.08
27 C -0.05
28 C -0.10
29 O 0.10
30 H 0.08
31 H 0.08
32 H 0.07
33 H 0.10
34 H 0.12
35 H 0.12
36 H 0.11
37 H 0.14
38 H 0.13
39 H 0.15
40 H 0.15
41 H 0.13
42 H 0.12
43 H 0.13
44 H 0.13
45 H 0.12
46 H 0.11
47 H 0.12
48 H 0.11
49 H 0.12
50 H 0.10
51 H 0.10
52 H 0.10
53 H 0.11
54 H 0.13
55 H 0.13

=====

Which of them is most stable, and which least? Most stable: arrangement P; least stable: arrangement Q.

=====

Arrangement P

Here is an isolated molecule of C2HClN2S from the OMol25 dataset. Energies are from wB97M-V/def2-TZVPD.

Output
M: 120.56 u
LUMO level (alpha / beta): -0.8 / -0.8 eV

Geometry as ORCA input:
```
! wB97M-V def2-TZVPD RIJCOSX def2/J DEFGRID3
* xyz 0 1
C -0.591 0.140 -0.019
C 0.756 0.615 0.040
N -0.865 -1.113 0.112
N -0.956 -2.233 -0.031
S 1.021 2.194 0.053
Cl 2.079 -0.497 0.077
H -1.444 0.893 -0.234
*
```

For each atom in turn, the Löwdin charge in e is:
1 C -0.29
2 C -1.30
3 N -0.11
4 N 0.26
5 S 0.66
6 Cl 0.62
7 H 0.15

=====

Arrangement Q

Here is C2HClN2S as an isolated structure from the OMol25 dataset. Energies are from wB97M-V/def2-TZVPD.

Output
M: 120.56 u
LUMO level (alpha / beta): -1.1 / -1.1 eV

Geometry as ORCA input:
```
! wB97M-V def2-TZVPD RIJCOSX def2/J DEFGRID3
* xyz 0 1
C -1.240 0.002 -0.029
C -0.618 1.218 -0.145
N -0.158 -0.653 -0.376
N 0.909 -0.379 0.546
S 1.063 1.381 0.155
Cl 2.347 -1.304 0.105
H -2.304 -0.265 -0.256
*
```

For each atom in turn, the Löwdin charge in e is:
1 C -0.26
2 C -0.36
3 N -0.08
4 N -0.78
5 S 0.85
6 Cl 0.51
7 H 0.13

=====

Which of them is most stable, and which least? Most stable: arrangement P; least stable: arrangement Q.

=====

Arrangement P

Here is C3H5O3Pb as an isolated structure from the OMol25 dataset. Energies are from wB97M-V/def2-TZVPD.

Output
M: 296.27 u
LUMO level: -5.2 eV

Geometry as ORCA input:
```
! wB97M-V def2-TZVPD RIJCOSX def2/J DEFGRID3
* xyz 1 1
H -1.928 -1.629 -3.140
O 1.185 -0.898 -0.163
C 0.356 0.033 0.234
C 2.424 -0.799 0.574
O -0.752 0.206 -0.261
O 0.882 0.882 1.069
C 2.244 0.503 1.369
Pb -1.952 -0.437 -1.847
H 3.246 -0.761 -0.147
H 2.510 -1.688 1.206
H 2.898 1.312 1.031
H 2.328 0.368 2.450
*
```

For each atom in turn, the Löwdin charge in e is:
1 H -0.23
2 O 0.10
3 C -0.57
4 C -0.04
5 O -0.23
6 O 0.13
7 C -0.04
8 Pb 1.29
9 H 0.15
10 H 0.15
11 H 0.15
12 H 0.15

=====

Arrangement Q

Here is C3H5O3Pb as an isolated structure from the OMol25 dataset. Energies are from wB97M-V/def2-TZVPD.

Output
M: 296.27 u
LUMO level: -5.3 eV

Geometry as ORCA input:
```
! wB97M-V def2-TZVPD RIJCOSX def2/J DEFGRID3
* xyz 1 1
H -2.654 1.991 -2.193
O -0.747 1.596 -1.645
C -1.617 2.342 -2.062
H -1.368 3.385 -2.318
O -0.569 -2.085 -0.223
Pb -0.311 -0.398 -1.226
O 0.853 -1.763 0.018
C 1.106 -1.704 1.361
C 1.333 -0.545 1.971
H 1.161 -2.686 1.836
H 1.610 -0.542 3.024
H 1.204 0.409 1.457
*
```

For each atom in turn, the Löwdin charge in e is:
1 H 0.12
2 O -0.31
3 C 0.01
4 H 0.13
5 O -0.39
6 Pb 1.67
7 O -0.37
8 C -0.22
9 C 0.08
10 H 0.14
11 H 0.08
12 H 0.06

=====

Which of them is most stable, and which least? Most stable: arrangement P; least stable: arrangement Q.

=====

Arrangement P

Here is an isolated ion of composition C5H12N2O and charge -1 from the OMol25 dataset. Energies are from wB97M-V/def2-TZVPD.

Output
M: 116.16 u
LUMO level (alpha / beta): 4.2 / 4.2 eV

Geometry as ORCA input:
```
! wB97M-V def2-TZVPD RIJCOSX def2/J DEFGRID3
* xyz -1 2
C -0.938 -0.243 0.645
N -0.364 0.758 -0.212
C -0.418 0.319 -1.585
C 0.415 -0.877 -1.915
C 1.848 -0.841 -1.566
O 2.098 -0.394 -0.239
C -0.692 0.139 2.099
N -1.256 1.469 2.331
H -0.538 -1.257 0.499
H -2.032 -0.345 0.494
H 1.317 0.226 -0.049
H -0.041 1.162 -2.198
H -1.477 0.123 -1.878
H -0.076 -1.747 -2.331
H 2.403 -0.135 -2.189
H 2.390 -1.793 -1.623
H 0.400 0.114 2.251
H -1.164 -0.588 2.788
H -0.881 1.907 3.154
H -0.996 2.004 1.522
*
```

For each atom in turn, the Löwdin charge in e is:
1 C -0.39
2 N -0.19
3 C -0.38
4 C -0.08
5 C -0.33
6 O -0.16
7 C -0.32
8 N -0.04
9 H 0.09
10 H 0.09
11 H 0.03
12 H 0.09
13 H 0.08
14 H 0.07
15 H 0.09
16 H 0.10
17 H 0.09
18 H 0.09
19 H 0.03
20 H 0.02

=====

Arrangement Q

Here is an isolated ion of composition C5H12N2O and charge -1 from the OMol25 dataset. Energies are from wB97M-V/def2-TZVPD.

Output
M: 116.16 u
LUMO level (alpha / beta): 3.6 / 3.6 eV

Geometry as ORCA input:
```
! wB97M-V def2-TZVPD RIJCOSX def2/J DEFGRID3
* xyz -1 2
C -2.236 -2.243 -0.395
C -1.171 -1.326 -1.144
N -1.344 0.114 -0.707
C 0.024 0.713 -0.459
C 0.602 0.437 0.891
N 1.872 0.869 1.152
C 2.433 2.123 0.695
O 0.154 -0.422 1.581
H -1.914 -2.452 0.532
H -2.259 -3.173 -0.843
H -3.212 -1.792 -0.388
H -0.091 -1.760 -0.970
H -1.484 -1.274 -2.191
H -1.855 0.098 0.177
H -0.279 1.805 -0.561
H 0.737 0.402 -1.227
H 2.221 0.537 1.987
H 2.171 2.902 1.379
H 3.543 1.986 0.750
H 2.089 2.456 -0.259
*
```

For each atom in turn, the Löwdin charge in e is:
1 C -0.09
2 C -0.26
3 N -0.09
4 C -0.22
5 C -0.63
6 N 0.00
7 C -0.45
8 O 0.02
9 H 0.02
10 H 0.03
11 H 0.07
12 H 0.13
13 H 0.08
14 H 0.08
15 H 0.11
16 H 0.09
17 H 0.06
18 H -0.01
19 H 0.03
20 H 0.02

=====

Which of them is most stable, and which least? Most stable: arrangement Q; least stable: arrangement P.

=====

Arrangement P

Here is a 2-piece molecular cluster, C3H9PS3 overall from the OMol25 dataset. Energies are from wB97M-V/def2-TZVPD.

Output
M: 172.28 u
LUMO level (alpha / beta): -2.5 / -1.7 eV

Geometry as ORCA input:
```
! wB97M-V def2-TZVPD RIJCOSX def2/J DEFGRID3
* xyz 0 1
C -2.439 1.317 0.752
C 3.470 -0.284 -0.251
C -1.963 0.531 -0.532
P -0.342 -0.272 0.067
S 0.602 -0.984 -1.535
S -1.023 -2.067 1.025
S 3.012 0.223 1.399
H -1.723 1.010 1.438
H -2.374 2.317 0.478
H -3.398 0.940 1.004
H 3.979 0.445 -1.005
H 2.381 -0.405 -0.637
H 4.019 -1.237 -0.227
H -1.700 1.155 -1.373
H -2.703 -0.178 -0.993
H 0.200 -2.511 0.389
*
```

For each atom in turn, the Löwdin charge in e is:
1 C -0.14
2 C -0.64
3 C -0.45
4 P 0.18
5 S 0.25
6 S 0.29
7 S 0.50
8 H -0.01
9 H 0.05
10 H 0.06
11 H 0.07
12 H -0.15
13 H 0.02
14 H 0.05
15 H 0.09
16 H -0.16

=====

Arrangement Q

Here is an isolated molecule of C3H9PS3 from the OMol25 dataset. Energies are from wB97M-V/def2-TZVPD.

Output
M: 172.28 u
SMILES: CC[P@](=S)(S)SC
LUMO level: 0.3 eV

Geometry as ORCA input:
```
! wB97M-V def2-TZVPD RIJCOSX def2/J DEFGRID3
* xyz 0 1
C -0.246 2.664 -0.063
C -0.727 1.238 -0.227
P 0.798 0.142 0.209
S 1.072 0.229 2.147
S 2.357 0.889 -1.013
S 0.424 -1.801 -0.654
C 1.538 -2.724 0.537
H -0.086 2.841 1.014
H 0.714 2.699 -0.543
H -0.904 3.245 -0.622
H -1.024 0.751 -1.117
H -1.489 1.083 0.487
H 2.449 1.924 -0.282
H 1.284 -3.659 0.225
H 1.415 -2.539 1.662
H 2.449 -2.400 0.224
*
```

For each atom in turn, the Löwdin charge in e is:
1 C -0.18
2 C -0.40
3 P -0.16
4 S 0.16
5 S 0.47
6 S 0.52
7 C -0.42
8 H 0.08
9 H -0.01
10 H 0.06
11 H 0.05
12 H 0.06
13 H -0.23
14 H -0.03
15 H 0.05
16 H -0.02

=====

Which of them is most stable, and which least? Most stable: arrangement Q; least stable: arrangement P.

=====

Arrangement P

Here is an isolated ion of composition C4H7N2O2 and charge +1 from the OMol25 dataset. Energies are from wB97M-V/def2-TZVPD.

Output
M: 115.11 u
SMILES: CC1=[NH+][C@]2(CO2)ON1
LUMO level: -3.8 eV

Geometry as ORCA input:
```
! wB97M-V def2-TZVPD RIJCOSX def2/J DEFGRID3
* xyz 1 1
C -2.201 0.969 -0.106
C -0.907 0.350 0.199
N 0.027 0.004 -0.686
C 1.175 -0.469 0.031
C 2.361 -1.099 -0.533
O 2.430 0.280 -0.198
O 0.741 -0.630 1.340
N -0.497 0.004 1.395
H -2.807 0.289 -0.707
H -2.070 1.879 -0.690
H -2.744 1.193 0.807
H 0.070 0.271 -1.660
H 2.947 -1.771 0.086
H 2.386 -1.317 -1.595
H -0.910 0.047 2.317
*
```

For each atom in turn, the Löwdin charge in e is:
1 C 0.06
2 C -0.25
3 N 0.25
4 C -0.40
5 C -0.03
6 O 0.05
7 O 0.12
8 N 0.18
9 H 0.12
10 H 0.12
11 H 0.11
12 H 0.20
13 H 0.14
14 H 0.13
15 H 0.21

=====

Arrangement Q

Here is an isolated ion of composition C4H7N2O2 and charge +1 from the OMol25 dataset. Energies are from wB97M-V/def2-TZVPD.

Output
M: 115.11 u
LUMO level: -6.1 eV

Geometry as ORCA input:
```
! wB97M-V def2-TZVPD RIJCOSX def2/J DEFGRID3
* xyz 1 1
C 0.550 0.566 0.250
C -0.166 -0.412 0.776
C 0.967 0.663 -1.216
C -1.291 -1.188 1.165
N 1.592 1.218 0.935
N 0.690 0.292 3.008
O 0.814 0.308 4.163
O 1.690 1.036 2.238
H 0.394 0.197 -2.060
H 2.052 0.359 -1.361
H 0.976 1.747 -1.188
H -0.960 -2.070 1.746
H -1.493 -1.788 0.295
H -2.233 -0.666 1.443
H 1.740 2.215 0.761
*
```

For each atom in turn, the Löwdin charge in e is:
1 C -0.25
2 C 0.16
3 C 0.02
4 C -0.03
5 N 0.01
6 N 0.03
7 O 0.18
8 O -0.04
9 H 0.12
10 H 0.13
11 H 0.09
12 H 0.13
13 H 0.13
14 H 0.13
15 H 0.18

=====

Which of them is most stable, and which least? Most stable: arrangement P; least stable: arrangement Q.